Entry 1:
Here is C18H12CuF7N3O6 as an isolated structure in a non-equilibrium geometry from OMol25. Energies are from ωB97M-V with the def2-TZVPD basis set.

Positions of all 47 atoms, in Å:
C  -0.3460  3.7274  1.5540
C  0.3957  2.7118  0.6549
O  1.6894  3.2193  0.3989
C  0.5051  1.3080  1.3170
C  1.1016  0.3351  0.3051
N  0.2519  -0.1984  -0.5463
C  0.8176  -1.0754  -1.4299
C  -0.0297  -1.7314  -2.3628
C  -1.5073  -1.3960  -2.2501
O  -2.0263  -0.6552  -3.0360
C  -2.2852  -2.0488  -1.0678
F  -1.5409  -2.2051  0.0253
F  -2.5731  -3.3099  -1.4683
C  -3.6315  -1.3579  -0.7671
F  -4.2541  -2.0659  0.2013
F  -4.4463  -1.4042  -1.8004
C  -3.4793  0.0799  -0.2270
F  -2.5647  0.8468  -0.8689
F  -4.6656  0.6980  -0.4182
C  -3.1816  0.2013  1.2774
O  -2.3565  -0.3782  1.8935
O  -3.9618  1.1680  2.0006
C  0.4437  -2.5855  -3.2754
C  1.8411  -2.8372  -3.2727
C  2.6538  -2.2466  -2.3890
C  2.1816  -1.3256  -1.4286
N  3.0760  -0.7830  -0.5700
C  2.4910  0.0101  0.2727
C  3.4080  0.6496  1.3375
O  4.1481  1.5314  1.0275
N  3.3554  0.1335  2.7019
C  3.9277  -1.1632  2.8601
O  4.5601  -1.4398  3.8273
F  3.7157  -2.1047  1.9254
H  -1.0299  3.2343  2.3060
H  -0.9320  4.4706  0.9899
H  0.3696  4.2989  2.1565
H  -0.1426  2.6490  -0.3060
H  1.9581  2.8878  -0.4654
H  1.1189  1.4305  2.2129
H  -0.5164  1.0116  1.5676
H  -4.0489  2.0049  1.4886
H  -0.2392  -3.0530  -3.9755
H  2.2541  -3.5214  -4.0054
H  3.7078  -2.5016  -2.4304
H  2.4184  0.1497  3.0914
Cu  -2.6313  2.6303  0.9681

Kohn-Sham gap ... 6.22 eV
HOMO ... -12.5 eV
Charge ... +1
LUMO energy ... -0.231 Eh

Entry 2:
Here is C18H12F5IrN2O2Se as an isolated structure from OMol25. Energies are from ωB97M-V with the def2-TZVPD basis set.

Positions of all 41 atoms, in Å:
Ir  0.9161  0.5585  0.0224
C  5.1946  -0.4114  -0.2945
C  3.7271  -0.5843  -0.5164
O  2.9869  0.3976  -0.2271
C  3.2766  -1.8159  -1.0671
C  1.9862  -2.2540  -1.2462
C  1.7353  -3.6180  -1.8123
N  0.9134  -1.4946  -0.8770
N  -0.2518  -2.0808  -1.0183
C  -1.2595  -1.4082  -0.4114
O  -1.0587  -0.3819  0.3059
C  -2.6170  -1.9274  -0.5885
C  -3.7027  -1.1329  -0.2150
C  -4.9905  -1.6120  -0.3672
C  -5.1982  -2.8854  -0.8846
C  -4.1216  -3.6745  -1.2675
C  -2.8304  -3.1998  -1.1230
H  5.3934  0.5224  0.2226
H  5.7092  -0.4088  -1.2582
H  5.5868  -1.2509  0.2810
H  4.0581  -2.5105  -1.3407
H  2.6725  -4.1250  -2.0220
H  1.1497  -3.5370  -2.7292
H  1.1445  -4.2118  -1.1156
H  -3.5224  -0.1450  0.1869
H  -5.8349  -0.9972  -0.0856
H  -6.2066  -3.2665  -0.9840
H  -4.2929  -4.6609  -1.6772
H  -1.9802  -3.8037  -1.4074
F  0.8493  6.6066  3.7431
C  0.4994  5.6734  2.8837
C  1.4550  4.7822  2.4114
F  2.7112  4.8815  2.8194
C  1.0768  3.7973  1.5302
F  2.0135  2.9338  1.1275
C  -0.2398  3.6836  1.0734
Se  -0.7951  2.4153  -0.1928
C  -1.1747  4.6020  1.5628
F  -2.4383  4.5302  1.1674
C  -0.8195  5.5817  2.4635
F  -1.7208  6.4324  2.9277

Kohn-Sham gap (spin up / spin down) ... 8.00 / 6.00 eV
HOMO (spin up / spin down) ... -11.2 / -12.2 eV
Spin multiplicity ... 6
Charge ... +1
LUMO energy (spin up / spin down) ... -0.119 / -0.228 Eh

Entry 3:
Here is one molecule with the formula C18H12FN3O2S in a non-equilibrium geometry from OMol25. Energies are from ωB97M-V with the def2-TZVPD basis set.

Positions of all 37 atoms, in Å:
C  -1.5978  -4.8247  2.3153
N  -0.9920  -3.5040  2.1036
C  -1.1736  -2.7341  0.9787
O  -2.0255  -3.0247  0.1206
C  -0.4926  -1.4204  1.1884
C  -0.3889  -0.4242  0.2354
S  -1.0071  -0.5939  -1.3666
C  -0.2910  0.9212  -1.8204
N  -0.3851  1.3266  -3.1476
C  0.0776  2.5543  -3.6492
C  -0.5520  3.1252  -4.7592
C  -0.1087  4.3158  -5.3090
C  1.0024  4.9483  -4.7787
F  1.3209  6.1907  -5.2173
C  1.6662  4.3714  -3.7056
C  1.2336  3.1880  -3.1402
N  0.3073  1.5641  -0.8829
C  0.2903  0.8778  0.2883
O  0.6553  1.4835  1.2792
C  0.0547  -1.5461  2.5762
C  0.8196  -0.6898  3.4284
C  1.1668  -1.0819  4.7362
C  0.8535  -2.3894  5.1794
C  0.1667  -3.2406  4.3309
C  -0.2383  -2.8063  3.0598
H  -1.8271  -4.9641  3.3404
H  -2.5770  -4.8866  1.7780
H  -0.9092  -5.6079  1.9504
H  -1.0486  0.8263  -3.6773
H  -1.4457  2.6442  -5.1493
H  -0.6832  4.7651  -6.1213
H  2.5423  4.8825  -3.2898
H  1.7817  2.8238  -2.3048
H  1.1620  0.3123  3.1421
H  1.6663  -0.3964  5.4101
H  1.0934  -2.7454  6.1805
H  -0.1167  -4.2404  4.6971

Energy relative to the best compared isomer or geometry (same formula, charge and spin) ... 0.0 kcal per mole
Structure (SMILES) ... CN1C(=O)/C(=C2\SC(Nc3ccc(F)cc3)=NC2=O)c2ccccc21
Kohn-Sham gap ... 6.99 eV
HOMO ... -8.4 eV
Charge ... 0
LUMO energy ... -0.050 Eh